1.
{
  "formula": "C17H38N2O5P",
  "method": "wB97M-V/def2-TZVPD",
  "e_above_lowest_kcal_mol": 268.20,
  "multiplicity": 1,
  "charge": 1,
  "lumo_ev": -4.7,
  "gap_ev": 4.446,
  "species": ["C", "C", "O", "C", "O", "C", "C", "C", "C", "O", "C", "C", "N", "C", "C", "C", "C", "O", "O", "P", "C", "C", "C", "C", "H", "H", "H", "H", "H", "H", "H", "H", "H", "H", "H", "H", "H", "H", "H", "H", "H", "H", "H", "H", "H", "H", "H", "H", "H", "H", "H", "H", "H", "H", "H", "H", "H", "H", "N", "H", "H", "H", "H"],
  "coordinates": [[4.41396, -1.88242, 1.54755], [3.21707, -1.19371, 2.43147], [2.18718, -0.49180, 1.64985], [2.73647, 0.76453, 1.04727], [2.67301, 1.92452, 1.75799], [3.46498, 0.79450, -0.42845], [2.97283, 2.00754, -1.41429], [1.41192, 1.92241, -1.90420], [0.91364, 0.44437, -2.40526], [-0.52295, 0.32818, -2.02238], [-0.67045, -0.21110, -0.66085], [-1.35376, 0.85802, 0.40436], [-2.75142, 1.29362, 0.01910], [-2.93972, 2.79336, 0.08023], [-4.19925, 3.29406, 1.01266], [-5.28086, 2.12313, 1.39507], [-4.83260, 1.20003, 2.67686], [-5.27420, -0.06283, 2.75339], [-3.98869, 1.72056, 3.77855], [-1.70042, -1.85914, -0.77481], [-2.84575, -1.84895, -2.30555], [-2.07908, -2.04873, -3.74332], [-2.64454, -2.18743, 0.85506], [-1.50147, -2.41064, 2.05150], [4.29245, -1.79393, 0.38683], [5.43580, -1.45617, 1.94488], [4.43357, -3.05172, 1.78358], [2.65602, -2.08149, 2.99889], [3.65722, -0.51528, 3.30926], [3.44052, -0.28233, -0.94228], [4.62263, 0.99154, -0.21391], [3.06645, 3.01221, -0.77654], [3.75611, 2.09726, -2.27903], [1.32243, 2.64140, -2.85293], [0.66989, 2.40239, -1.10153], [0.93312, 0.40565, -3.59496], [1.56671, -0.45608, -2.04280], [0.36909, -0.52652, -0.22257], [-1.42265, 0.31654, 1.46582], [-0.58588, 1.73524, 0.55000], [-3.05603, 0.89534, -0.90386], [-3.15829, 3.18061, -1.02768], [-1.99482, 3.39525, 0.44089], [-4.81547, 4.13959, 0.43842], [-3.80563, 3.76046, 2.03255], [-5.57718, 1.51382, 0.43388], [-6.27644, 2.68964, 1.73155], [-3.05519, 1.93221, 3.43862], [-3.56060, -0.90182, -2.29961], [-3.57580, -2.78273, -2.17974], [-2.86669, -1.97060, -4.63191], [-1.55702, -3.09796, -3.78145], [-1.25307, -1.24834, -3.97861], [-3.31130, -1.27720, 1.22519], [-3.33286, -3.13574, 0.85012], [-1.57914, -3.46925, 2.54568], [-0.43495, -2.34300, 1.53320], [-1.52670, -1.53742, 2.84810], [7.02357, -2.09077, -0.98598], [6.33404, -2.85141, -0.99912], [7.41725, -2.00198, -0.04188], [7.77624, -2.29941, -1.65240], [6.56668, -1.21008, -1.25046]],
  "forces_ev_per_a": [[0.4, -1.0, 0.7], [0.0, -1.1, 1.5], [2.7, 2.2, -1.1], [-0.2, 5.5, 3.9], [0.3, -8.0, -4.8], [0.7, -0.7, 0.1], [-0.2, 0.8, 1.2], [0.4, 0.6, -0.9], [-0.6, 0.9, -0.9], [2.0, -0.9, 1.1], [-0.8, 0.8, 1.4], [0.9, -0.9, 0.3], [1.4, 1.0, -0.1], [-0.8, 1.2, -1.2], [-0.5, 0.2, 0.5], [-0.2, 1.2, 0.5], [-1.5, -6.0, -0.1], [2.8, 8.1, -0.2], [-0.3, -0.7, -3.2], [0.7, -1.6, -0.6], [-1.7, 0.4, -0.5], [0.0, 0.1, -0.4], [-0.7, 1.0, 2.1], [0.8, 0.4, -0.7], [0.1, 0.1, 2.2], [-1.8, -0.7, -1.1], [-0.1, 2.5, -0.5], [1.0, 2.1, -1.5], [-0.9, -1.2, -2.2], [-0.3, 2.4, 1.1], [-2.5, -0.3, -0.1], [-0.1, -2.2, -1.4], [-1.7, -0.4, 1.5], [0.2, -1.5, 2.1], [1.8, -1.5, -1.6], [-0.1, 0.1, 2.6], [-1.4, 1.6, -0.3], [-1.9, 0.6, -0.8], [0.4, 0.9, -2.3], [-1.7, -1.3, -0.4], [0.8, 0.8, 1.3], [0.5, -0.7, 2.4], [-1.7, -1.5, -0.7], [1.5, -1.8, 1.3], [-0.8, -0.9, -2.2], [0.8, 0.7, 2.3], [2.2, -1.3, -0.5], [-2.1, -0.3, 0.4], [1.4, -1.9, -0.4], [1.6, 2.0, -0.1], [1.6, -0.3, 2.0], [-1.1, 2.0, 0.1], [-1.7, -1.4, 0.8], [1.2, -1.9, -0.9], [1.4, 1.9, -0.5], [0.0, 2.2, -0.9], [-2.0, -0.3, 1.2], [-0.2, -2.0, -1.5], [0.1, 0.0, -0.1], [0.1, 0.1, 0.1], [-0.1, 0.0, -0.1], [-0.1, 0.0, 0.1], [0.0, -0.1, 0.1]],
  "lowdin_charge": [-0.1223, -0.2126, -0.1416, -0.2162, -0.0012, -0.1408, -0.1918, -0.1485, -0.1818, -0.2429, -0.4367, -0.1958, -0.0801, -0.2208, -0.1932, -0.1199, -0.2813, -0.0329, -0.0269, 0.9534, -0.4463, -0.1930, -0.4143, -0.1930, 0.0462, 0.0781, 0.0957, 0.1493, 0.1516, 0.0944, 0.1245, 0.1338, 0.1154, 0.1300, 0.1241, 0.1398, 0.1138, 0.0950, 0.1094, 0.1030, 0.1009, 0.1275, 0.1168, 0.1212, 0.1127, 0.1308, 0.1381, 0.1222, 0.0766, 0.0947, 0.0864, 0.0734, 0.0569, 0.0658, 0.0903, 0.0758, 0.0413, 0.0749, 0.3300, 0.1590, 0.1599, 0.1663, 0.1551]
}

---

2.
{
  "formula": "C4H5NOS",
  "method": "wB97M-V/def2-TZVPD",
  "e_above_lowest_kcal_mol": 31.21,
  "multiplicity": 1,
  "smiles": "Nc1ccoc1S",
  "lumo_ev": 0.8,
  "gap_ev": 9.061,
  "species": ["N", "C", "C", "C", "O", "C", "S", "H", "H", "H", "H", "H"],
  "coordinates": [[0.27531, 1.98412, -0.24165], [0.26070, 0.52754, -0.24537], [1.42144, -0.32538, -0.19205], [0.90154, -1.61998, -0.11591], [-0.46853, -1.62134, -0.24775], [-0.83397, -0.33875, -0.21013], [-2.56423, -0.15633, -0.21113], [0.86156, 2.36114, 0.57583], [-0.67670, 2.26067, -0.24975], [2.43622, -0.02975, 0.04008], [1.27063, -2.64268, 0.04508], [-2.88398, -0.39927, 1.05273]],
  "forces_ev_per_a": [[1.9, -1.9, 1.1], [-0.4, 0.3, 0.6], [-1.4, -1.7, 0.9], [0.0, 0.3, -0.5], [2.3, -0.5, 0.7], [-0.2, 1.8, -0.3], [-0.3, 0.9, -1.0], [-1.6, -0.7, -1.7], [-0.8, 0.9, 0.4], [-0.1, -0.1, -0.4], [0.3, 0.9, -0.3], [0.3, -0.1, 0.6]],
  "lowdin_charge": [0.0701, -0.3019, -0.0064, -0.0894, -0.0584, -0.6924, 0.8275, 0.1225, 0.0400, 0.1049, 0.1277, -0.1440]
}

---

3.
{
  "formula": "C4H8O3",
  "method": "wB97M-V/def2-TZVPD",
  "e_above_lowest_kcal_mol": 44.85,
  "multiplicity": 1,
  "smiles": "C[C@@H](O)[C@@H](O)C=O",
  "lumo_ev": 0.6,
  "gap_ev": 10.865,
  "species": ["C", "C", "O", "C", "O", "C", "O", "H", "H", "H", "H", "H", "H", "H", "H"],
  "coordinates": [[-1.31157, 0.32608, -0.94492], [0.06853, 0.68966, -0.42187], [0.19908, 2.08638, -0.37241], [0.54633, -0.07572, 0.81400], [-0.30378, -0.19259, 1.91553], [0.83999, -1.46237, 0.23473], [0.64654, -2.47039, 0.86835], [-1.37896, 0.75690, -1.94711], [-1.39873, -0.76305, -1.03038], [-2.15095, 0.69752, -0.35008], [0.77694, 0.26968, -1.20743], [0.79193, 2.33181, 0.34641], [1.51342, 0.38394, 1.11297], [-0.13031, -1.08416, 2.27199], [1.15412, -1.35220, -0.85626]],
  "forces_ev_per_a": [[0.0, 0.0, -0.1], [0.3, -0.5, -0.6], [-0.1, 0.3, 0.3], [0.2, -0.2, -0.4], [0.0, 0.0, -0.1], [0.0, 0.1, 0.1], [0.3, 0.5, -0.7], [-0.2, -0.1, 0.1], [-0.1, 0.1, 0.0], [0.3, 0.0, 0.1], [-0.5, 1.0, 0.6], [0.0, 0.0, -0.1], [-0.1, -0.2, -0.1], [-0.2, 0.2, -0.1], [0.1, -1.1, 1.0]],
  "lowdin_charge": [-0.0219, -0.4304, -0.0091, -0.3287, 0.0074, -0.1958, 0.0842, 0.0870, 0.0875, 0.0921, 0.1303, 0.0944, 0.1652, 0.0982, 0.1395]
}

---

4.
{
  "formula": "C2H8N2O",
  "method": "wB97M-V/def2-TZVPD",
  "e_above_lowest_kcal_mol": 55.68,
  "multiplicity": 2,
  "charge": 1,
  "lumo_ev": [-4.8, -8.9],
  "gap_ev": [9.589, 5.527],
  "species": ["C", "N", "C", "N", "H", "H", "H", "H", "H", "H", "H", "H", "O"],
  "coordinates": [[-0.12808, 1.32129, -0.10398], [2.42357, 0.01653, -0.36426], [1.23382, -0.58919, 0.01828], [0.11692, -0.06485, 0.44393], [-0.71064, 1.86556, 0.63391], [0.69404, 2.03372, -0.22325], [-0.59022, 1.16510, -1.08575], [2.66630, 1.01212, -0.13529], [3.22942, -0.61507, -0.69602], [1.24899, -1.64807, 0.05864], [-2.24014, -0.52144, 0.40700], [-3.42335, -0.63745, -0.69359], [-3.16153, -0.83860, 0.21135]],
  "forces_ev_per_a": [[-0.6, -0.5, 1.2], [-0.9, -1.3, 0.7], [3.1, 0.8, -0.6], [0.6, 3.2, -0.9], [-0.9, -0.4, -0.3], [0.8, -0.8, -0.3], [-0.3, 0.3, 0.2], [-0.5, -1.3, -0.5], [-1.7, 1.3, 0.9], [0.3, -1.2, -0.5], [-1.6, -0.4, -0.7], [0.4, 0.2, 0.1], [1.2, 0.2, 0.6]],
  "mulliken_spin": [-0.0181, 0.3417, -0.0205, 0.6315, 0.0034, 0.0352, 0.0324, -0.0115, -0.0148, 0.0172, -0.0029, -0.0003, 0.0066]
}

---

5.
{
  "formula": "C19H23ClGeN4O6S4SeYb",
  "method": "wB97M-V/def2-TZVPD",
  "e_above_lowest_kcal_mol": 9.44,
  "multiplicity": 2,
  "charge": -1,
  "lumo_ev": [1.9, 1.9],
  "gap_ev": [7.029, 7.030],
  "species": ["Yb", "S", "C", "C", "N", "C", "S", "C", "N", "O", "C", "C", "C", "C", "C", "C", "C", "O", "N", "N", "C", "S", "C", "C", "S", "H", "H", "H", "H", "H", "H", "H", "H", "H", "O", "Cl", "O", "O", "O", "C", "Ge", "C", "C", "C", "Se", "C", "H", "H", "H", "H", "H", "H", "H", "H", "H", "H", "H", "H", "H", "H"],
  "coordinates": [[6.22999, 5.73915, 17.46554], [8.10453, 7.06037, 16.05243], [9.50577, 7.10412, 17.07574], [10.50011, 8.10519, 16.89654], [11.19487, 9.00644, 16.73973], [9.79698, 6.14451, 18.01008], [8.68846, 4.80166, 18.40811], [11.04426, 6.21327, 18.73220], [11.98512, 6.29617, 19.39498], [6.21665, 5.76502, 22.21447], [4.98203, 6.31326, 22.45522], [4.50063, 6.33983, 23.82669], [3.39764, 7.09882, 24.13707], [2.73457, 7.81429, 23.10133], [3.15443, 7.74964, 21.78656], [4.24763, 6.97843, 21.44513], [4.76682, 6.93676, 20.04999], [5.59805, 6.02585, 19.67680], [4.31537, 7.85248, 19.20578], [4.84296, 7.67512, 17.93871], [4.65941, 8.62351, 17.13694], [4.13307, 10.31618, 17.34703], [4.58294, 10.74232, 15.59349], [5.59304, 9.76772, 15.01387], [4.92903, 8.15322, 15.37050], [6.41885, 5.79676, 21.25633], [4.93025, 5.71186, 24.65144], [2.98750, 7.20937, 25.13583], [1.82186, 8.36035, 23.33630], [2.50443, 8.22114, 21.01775], [5.08541, 11.70546, 15.55900], [3.72075, 10.81332, 14.92275], [6.53843, 9.76901, 15.48099], [5.87109, 9.80423, 13.94115], [3.54453, 8.14048, 14.75342], [4.47772, 4.06329, 15.80862], [3.52151, 2.98878, 16.04890], [4.19870, 5.09040, 16.89434], [5.95536, 3.84506, 16.13615], [7.68657, 0.73069, 16.94430], [6.25651, -0.06341, 17.92069], [5.31456, -1.40270, 16.84410], [6.67743, -1.09583, 19.48388], [4.94617, 1.26208, 18.36218], [5.43847, 2.95036, 19.23378], [6.84520, 2.36298, 20.45806], [8.60398, 0.13269, 17.12947], [7.84300, 1.81137, 17.25855], [7.47996, 0.73961, 15.89192], [6.00798, -2.24508, 16.55752], [4.89697, -1.10997, 15.92594], [4.48834, -1.73360, 17.47868], [7.21672, -0.49276, 20.15783], [7.26158, -1.94304, 19.15127], [5.77283, -1.54938, 19.98129], [4.14291, 0.84192, 18.86136], [4.58965, 1.59447, 17.40465], [7.71199, 1.95088, 19.90291], [6.40990, 1.68391, 21.18803], [7.12985, 3.31202, 20.88925]],
  "forces_ev_per_a": [[1.3, -0.4, 1.7], [-0.5, 0.5, -0.2], [0.6, -1.3, 0.8], [-0.6, 0.6, -0.4], [0.4, 0.2, -0.1], [-0.9, -0.5, -0.2], [0.2, 0.7, -0.1], [-0.2, 0.1, 0.4], [-0.2, -0.1, -0.3], [-1.0, 0.0, 0.6], [0.3, 0.3, 1.0], [0.7, -0.8, -0.4], [-0.6, 0.9, -1.4], [-0.1, -0.2, 0.6], [-1.7, 0.2, 0.2], [1.6, -0.6, -0.1], [-0.4, 0.4, -1.2], [0.5, 0.0, -0.1], [0.3, 0.2, 0.7], [-0.5, -0.6, 1.1], [0.1, 1.0, -1.8], [0.4, -1.0, -0.9], [0.3, 0.6, -0.7], [-0.3, -0.8, -0.6], [-1.6, -0.1, -0.1], [-0.4, 0.0, 0.1], [0.1, 0.7, -1.2], [0.3, -0.4, 0.0], [0.3, 0.0, 0.0], [0.9, -0.3, 0.5], [-0.2, 0.3, 0.5], [-0.1, -0.2, 0.5], [1.2, 0.2, 1.1], [-0.9, 0.3, 0.4], [1.4, -0.1, 0.5], [-0.7, 0.5, 0.0], [1.4, 0.0, -0.1], [-0.8, 0.3, -0.5], [-0.6, -0.8, -0.5], [1.4, 1.0, 0.9], [-0.8, -0.4, -0.4], [1.0, -1.1, 0.6], [-1.1, -1.2, 0.0], [1.3, 1.5, -0.7], [0.0, -0.5, 0.2], [0.0, 0.1, -0.8], [-0.3, 0.6, -0.2], [0.0, -1.3, -0.3], [-0.1, -0.1, -0.6], [-0.7, 0.6, 0.7], [-0.6, 0.9, -1.2], [0.1, -0.4, -0.1], [0.7, 0.4, 1.1], [0.5, -0.2, 0.1], [0.7, 0.8, -0.5], [-1.6, -0.8, 1.1], [-0.3, 0.1, -0.4], [-0.6, 0.1, 0.4], [0.3, 0.0, 0.0], [0.3, 0.0, 0.5]],
  "mulliken_spin": [1.0085, -0.0018, 0.0005, 0.0002, 0.0004, -0.0012, -0.0009, 0.0001, -0.0003, 0.0000, 0.0000, 0.0000, 0.0000, 0.0000, 0.0000, 0.0004, -0.0014, -0.0015, -0.0008, -0.0013, -0.0004, 0.0001, 0.0000, 0.0002, -0.0001, 0.0001, 0.0000, 0.0000, 0.0000, 0.0000, 0.0000, 0.0000, -0.0001, 0.0000, 0.0000, -0.0001, -0.0001, -0.0007, 0.0007, -0.0001, 0.0000, 0.0000, 0.0000, 0.0000, -0.0003, -0.0001, 0.0000, 0.0001, 0.0000, 0.0000, 0.0000, 0.0000, 0.0000, 0.0000, 0.0000, 0.0000, 0.0000, 0.0000, 0.0000, 0.0000]
}

---

6.
{
  "formula": "C4H6N2O",
  "method": "wB97M-V/def2-TZVPD",
  "e_above_lowest_kcal_mol": 118.64,
  "multiplicity": 1,
  "lumo_ev": 0.4,
  "gap_ev": 8.335,
  "species": ["C", "O", "C", "C", "N", "C", "N", "H", "H", "H", "H", "H", "H"],
  "coordinates": [[-0.06341, 1.45883, -1.90143], [-0.79888, 1.29948, -0.70813], [-0.40288, 0.33500, 0.15840], [-0.86688, 0.25328, 1.44502], [-0.05291, -0.95024, 1.85726], [0.60273, -1.50385, 0.66403], [0.49830, -0.66353, -0.28220], [1.00544, 1.61413, -1.70511], [-0.47500, 2.34841, -2.38500], [-0.17344, 0.59612, -2.56893], [0.92712, -0.74261, 2.20026], [-0.55493, -1.53596, 2.52945], [1.18363, -2.40672, 0.76642]],
  "forces_ev_per_a": [[0.2, 0.0, -0.3], [0.0, -0.1, 0.2], [-0.2, 0.2, 0.3], [0.8, 0.1, -0.2], [0.5, -0.1, 0.2], [-0.2, -0.1, -0.7], [-0.3, -0.5, 0.0], [-0.2, 0.0, 0.0], [0.1, -0.2, 0.1], [0.0, 0.1, 0.1], [-1.3, 0.6, 0.9], [0.4, 0.0, -0.3], [0.2, 0.0, -0.3]],
  "lowdin_charge": [-0.1045, -0.1143, -0.4373, 0.0003, -0.0274, -0.1733, 0.1458, 0.0863, 0.0886, 0.0828, 0.1797, 0.1549, 0.1183]
}